{"formula": "C2H6NO2P", "method": "the ωB97M-V functional and the def2-TZVPD basis", "elements": ["C", "C", "N", "O", "O", "P", "H", "H", "H", "H", "H", "H"], "positions_angstrom": [[0.40830, 0.05549, -1.04934], [-1.21182, -0.04608, 1.28870], [-2.45277, -0.64392, -3.00522], [-2.62610, -1.26023, -2.02170], [-1.35646, -0.22792, -3.37294], [-0.38453, 1.06539, 0.17699], [1.39494, 0.54270, -1.20721], [0.60457, -0.94655, -0.62222], [-0.27612, -0.01349, -1.85922], [-0.54940, -0.85978, 1.55042], [-1.50774, 0.54269, 2.13671], [-2.13012, -0.50712, 0.85080]], "homo_lumo_gap_ev": [8.79, 4.82], "relative_energy_kcal_mol": 140.8, "homo_energy_ha": [-0.3333, -0.2756]}

***

{"formula": "C2H6NO3", "method": "the ωB97M-V functional and the def2-TZVPD basis", "elements": ["O", "C", "O", "C", "N", "H", "H", "H", "H", "H", "H", "O"], "positions_angstrom": [[-2.41895, 0.74048, 0.74388], [-1.33208, 0.24658, 0.43726], [-0.78977, -0.75390, 1.01267], [-0.52330, 0.92171, -0.70381], [0.93326, 0.98078, -0.66954], [-0.83782, 1.94951, -0.87797], [-0.84126, 0.31634, -1.57071], [1.16095, 1.79783, -0.11184], [1.40330, 0.29317, -0.09441], [1.07982, -2.91998, 0.74269], [0.72076, -1.46828, 0.67612], [1.44510, -2.10424, 0.41565]], "homo_lumo_gap_ev": 8.51, "relative_energy_kcal_mol": 10.4, "charge": -1, "homo_energy_ha": -0.1549}

***

{"formula": "C2H6NO3P", "method": "the ωB97M-V functional and the def2-TZVPD basis", "elements": ["C", "C", "N", "O", "O", "O", "P", "H", "H", "H", "H", "H", "H"], "positions_angstrom": [[-1.26047, -2.34215, -0.85464], [-0.18101, 1.93071, -0.05699], [0.00181, -2.19176, -0.97424], [0.12687, 0.69475, 2.50008], [0.56507, -1.09960, -0.31347], [2.16010, 0.77124, 0.87252], [0.54155, 0.68813, 1.11832], [-1.80247, -1.68261, -0.11395], [2.22099, 0.08597, 0.09778], [-1.55289, -3.23105, -1.37990], [0.64905, 2.68869, -0.23951], [-0.41687, 1.37419, -0.96270], [-1.05172, 2.31346, 0.30671]], "multiplicity": 3, "homo_lumo_gap_ev": [7.06, 7.75], "relative_energy_kcal_mol": 0.0, "homo_energy_ha": [-0.2455, -0.3963]}

***

Calculated values (eV) of E for the records, taken in order: -17039.6595 -9805.7480 -19087.6675.